A | Density functional theory data (ωB97M-V/def2-TZVPD) for a 2-piece molecular cluster, NO5S overall.

Structure (XYZ):
```
7
NO5S ωB97M-V/def2-TZVPD
N -2.83 0.34 -0.52
O -1.62 0.05 -0.46
O 1.62 -0.81 -0.95
O -3.68 -0.20 0.22
O 1.98 1.38 0.17
O 2.70 -0.67 1.28
S 1.84 -0.09 0.25
```

Values from the calculation:
Orbital gap (alpha / beta), eV: 6.79 / 3.62
Charge: -1
E_HOMO (alpha / beta), eV: -4.8 / -3.0

=====

B | Density functional theory data (ωB97M-V/def2-TZVPD) for an isolated ion of composition NO5S and charge -1.

Structure (XYZ):
```
7
NO5S ωB97M-V/def2-TZVPD
N 1.02 -0.09 0.03
O -1.30 -1.42 0.11
O 1.68 -0.87 0.62
O 1.47 0.84 -0.61
O -1.17 0.93 1.11
O -1.40 0.54 -1.28
S -0.89 0.00 0.01
```

Values from the calculation:
SMILES: O=[N+]([O-])S(=O)(=O)[O-]
Orbital gap, eV: 9.93
Charge: -1
E_HOMO, eV: -5.8

=====

It turns out B is the most stable, with the second structure 0.0751 hartree higher.

=====

A | Density functional theory data (ωB97M-V/def2-TZVPD) for C4H5O3S as an isolated structure.

Structure (XYZ):
```
13
C4H5O3S ωB97M-V/def2-TZVPD
C 0.15 0.62 0.59
C -1.03 0.64 2.09
C -0.07 -0.71 -1.48
C 0.41 -0.74 -0.01
O -1.56 1.68 2.32
O -1.11 -0.49 2.48
O 2.01 1.69 -0.92
S 0.92 1.98 0.12
H 0.29 -0.04 -2.26
H -1.09 -0.56 -1.44
H -0.02 -1.63 -2.05
H -0.37 -1.41 0.53
H 1.46 -1.02 0.02
```

Values from the calculation:
Orbital gap, eV: 8.44
Charge: -1
E_HOMO, eV: -4.7

=====

B | Density functional theory data (ωB97M-V/def2-TZVPD) for an isolated ion of composition C4H5O3S and charge -1.

Structure (XYZ):
```
13
C4H5O3S ωB97M-V/def2-TZVPD
C -1.43 -0.46 0.49
C 0.27 0.94 -2.16
C 0.45 0.00 1.58
C 0.00 -1.11 0.77
O 1.04 0.53 -3.10
O 0.54 1.80 -1.30
O -1.09 0.38 -2.17
S -2.06 0.38 -0.73
H 1.49 -0.08 1.92
H -0.07 0.24 2.41
H 0.38 0.86 0.96
H 0.64 -1.50 -0.08
H -0.17 -1.98 1.42
```

Values from the calculation:
Orbital gap, eV: 7.92
Charge: -1
E_HOMO, eV: -4.4

=====

It turns out A is the most stable, with the second structure 0.0433 hartree higher.

=====

A | Density functional theory data (ωB97M-V/def2-TZVPD) for one molecule with the formula CHF3N2O.

Structure (XYZ):
```
8
CHF3N2O ωB97M-V/def2-TZVPD
C -0.02 0.64 -0.27
N 0.46 -0.39 -1.24
N 0.77 -0.14 -2.42
O 0.08 1.81 -0.46
F 0.49 -1.78 -0.75
F 0.05 -0.83 -3.46
F 2.11 -0.55 -2.65
H -0.38 0.05 0.72
```

Values from the calculation:
SMILES: O=CN(F)N(F)F
Orbital gap, eV: 11.87
E_HOMO, eV: -12.1

=====

B | Density functional theory data (ωB97M-V/def2-TZVPD) for CHF3N2O as an isolated structure.

Structure (XYZ):
```
8
CHF3N2O ωB97M-V/def2-TZVPD
C 1.28 0.05 0.62
N 0.45 -0.56 1.31
N -1.50 0.65 -0.94
O 2.11 0.62 0.07
F 0.38 -1.92 0.87
F -0.59 -0.50 -1.20
F -0.72 1.65 -0.96
H -1.40 0.02 0.23
```

Values from the calculation:
Orbital gap, eV: 10.05
E_HOMO, eV: -11.0

=====

It turns out A is the most stable, with the second structure 0.0462 hartree higher.

=====

A | Density functional theory data (ωB97M-V/def2-TZVPD) for a 2-piece molecular cluster, C5H16N3 overall.

Structure (XYZ):
```
24
C5H16N3 ωB97M-V/def2-TZVPD
N 2.04 -1.55 -0.76
C 0.99 -2.26 -1.20
N -0.23 -2.11 -0.69
N 1.19 -3.16 -2.18
H 1.90 -0.73 -0.21
H 2.86 -1.55 -1.34
H -0.46 -1.33 -0.07
H -1.02 -2.49 -1.19
H 0.47 -3.85 -2.32
H 2.13 -3.48 -2.35
C -1.97 0.13 0.85
C -0.72 0.92 1.26
C -0.70 2.32 0.54
C 0.58 3.06 0.88
H -2.87 0.61 1.22
H -1.94 -0.90 1.24
H -2.08 0.07 -0.24
H 0.18 0.35 1.04
H -0.70 1.09 2.34
H -1.57 2.93 0.86
H -0.82 2.16 -0.55
H 0.72 3.24 1.95
H 0.53 4.04 0.35
H 1.46 2.50 0.56
```

Values from the calculation:
2S+1: 2
Orbital gap (alpha / beta), eV: 12.26 / 4.75
Charge: +2
E_HOMO (alpha / beta), eV: -18.7 / -18.7

=====

B | Density functional theory data (ωB97M-V/def2-TZVPD) for an isolated ion of composition C5H16N3 and charge +2.

Structure (XYZ):
```
24
C5H16N3 ωB97M-V/def2-TZVPD
N 1.53 0.73 0.72
C 0.68 -0.20 -0.19
C -0.60 -0.39 0.80
C -0.26 -1.50 1.92
N 0.47 -2.64 1.40
C 0.42 0.39 -1.57
N -0.10 1.77 -1.62
C -1.57 1.77 -1.83
H 1.13 1.22 1.61
H 2.40 0.29 1.18
H 1.89 1.42 0.05
H 1.18 -1.21 -0.19
H -0.92 0.57 1.29
H -1.52 -0.70 0.17
H 0.39 -1.03 2.69
H -1.22 -1.78 2.34
H -0.21 -3.46 1.25
H 1.12 -3.17 2.03
H -0.32 -0.33 -2.08
H 1.40 0.50 -2.17
H 0.44 2.39 -2.44
H -2.07 1.75 -2.92
H -2.14 1.05 -1.14
H -2.13 2.57 -1.29
```

Values from the calculation:
2S+1: 2
Orbital gap (alpha / beta), eV: 9.20 / 4.00
Charge: +2
E_HOMO (alpha / beta), eV: -16.5 / -16.5

=====

It turns out A is the most stable, with the second structure 0.0853 hartree higher.

=====

A | Density functional theory data (ωB97M-V/def2-TZVPD) for a 2-piece molecular cluster, C6H7NS overall.

Structure (XYZ):
```
15
C6H7NS ωB97M-V/def2-TZVPD
C -0.72 -2.14 -0.84
C 0.35 -1.38 -1.02
C 1.07 2.58 0.31
C -1.19 1.77 0.82
C 1.36 -0.62 -0.88
C 0.12 1.83 1.09
N 1.75 3.26 -0.32
S 0.71 0.90 2.46
H -0.86 -2.91 -1.51
H -1.64 2.43 0.11
H -1.84 0.99 1.39
H -1.34 -1.78 -0.04
H 1.51 0.38 -1.46
H 2.14 -0.90 -0.32
H 2.00 0.82 2.11
```

Values from the calculation:
SMILES: C=C(S)C#N.C=C=C
Orbital gap, eV: 9.54
E_HOMO, eV: -9.4

=====

B | Density functional theory data (ωB97M-V/def2-TZVPD) for C6H7NS as an isolated structure.

Structure (XYZ):
```
15
C6H7NS ωB97M-V/def2-TZVPD
C -1.49 0.56 -2.68
C -0.45 0.32 -1.08
C 0.27 -0.03 0.28
C -0.33 1.40 -2.14
C 0.03 -1.03 1.42
C 1.19 -0.48 2.30
N -1.40 -0.36 -1.75
S 1.68 0.83 1.08
H -2.21 0.60 -3.40
H 0.59 1.46 -2.86
H -0.50 2.37 -1.83
H -0.93 -0.92 1.96
H 0.00 -1.98 0.96
H 0.74 0.09 3.16
H 1.88 -1.27 2.68
```

Values from the calculation:
Orbital gap (alpha / beta), eV: 7.59 / 7.59
E_HOMO (alpha / beta), eV: -7.3 / -7.3

=====

It turns out A is the most stable, with the second structure 0.0310 hartree higher.

=====

A | Density functional theory data (ωB97M-V/def2-TZVPD) for a 2-piece molecular cluster, C6H7NS overall.

Structure (XYZ):
```
15
C6H7NS ωB97M-V/def2-TZVPD
C -2.81 0.05 0.38
C -1.15 0.19 0.11
C 1.01 0.08 -1.19
C -2.15 1.18 -0.30
C 1.62 -1.02 -0.48
C 2.50 -0.30 0.55
N -1.74 -0.89 0.27
S 1.81 1.20 -0.22
H -3.32 0.31 1.21
H -2.10 1.21 -1.34
H -2.08 2.11 0.12
H 0.68 -1.56 -0.16
H 2.21 -1.80 -1.03
H 1.93 -0.29 1.51
H 3.59 -0.46 0.57
```

Values from the calculation:
Orbital gap, eV: 8.00
E_HOMO, eV: -8.0

=====

B | Density functional theory data (ωB97M-V/def2-TZVPD) for one molecule with the formula C6H7NS.

Structure (XYZ):
```
15
C6H7NS ωB97M-V/def2-TZVPD
C 0.15 -1.60 0.02
C -0.03 -0.08 -0.04
C 1.05 0.59 -0.96
C -1.38 0.32 -0.67
C -0.08 0.52 1.32
C -0.05 0.96 2.44
H 0.17 -2.05 -0.97
H 1.13 -1.83 0.47
H -0.59 -2.01 0.69
H 1.79 1.05 -0.31
H 1.52 -0.13 -1.62
H -2.38 -0.24 -0.43
H -0.09 1.42 3.43
N -1.37 1.22 -1.54
S 0.16 1.85 -1.82
```

Values from the calculation:
SMILES: C#C[C@@]1(C)C=NSC1
Orbital gap, eV: 9.35
E_HOMO, eV: -8.5

=====

It turns out B is the most stable, with the second structure 0.2259 hartree higher.